Entry from the OMol25 dataset: 2 unconnected molecules or ions with the total composition C5H16N3 (ωB97M-V/def2-TZVPD).

Summary:
LUMO energy (eV): -3.16
Total energy (eV): -9907.3021
Net charge: +1
E_HOMO (eV): -13.7
M (g mol⁻¹): 118.20

Last column: Löwdin charge in e.
Cartesian coordinates (Å):
H -1.868 0.291 0.499  0.1511
H 2.542 -0.514 1.831  0.0523
H -1.241 1.985 -0.914  0.0919
H 0.680 1.786 1.935  0.1334
H -1.229 -1.930 -2.145  0.0866
C -1.129 -0.043 -1.422  -0.3041
N -1.642 -0.440 -0.190  0.0245
C -1.797 -1.903 0.260  0.0018
H -0.816 1.828 -2.531  0.1498
C 1.490 -0.406 1.973  -0.0586
C 2.158 1.351 0.237  -0.1555
H -1.514 -2.601 -0.469  0.0455
H -2.943 -2.097 0.473  0.1376
C 1.121 0.972 1.210  -0.3212
N -1.072 1.346 -1.645  0.1790
H -0.413 -0.885 -3.245  0.1302
H 1.050 -1.247 1.578  0.0088
H 1.993 2.286 -0.313  0.0771
H 0.121 1.086 0.697  0.0349
H -1.259 -1.908 1.230  0.0895
H 2.328 0.695 -0.509  0.0285
H 3.134 1.545 0.811  0.1166
N -1.009 -0.998 -2.437  0.1973
H 1.316 -0.199 3.088  0.1030

---

Entry from the OMol25 dataset: 2 unconnected molecules or ions with the total composition C30H44O7 (ωB97M-V/def2-TZVPD).

Summary:
LUMO energy (eV): -1.63
Total energy (eV): -46138.2265
Net charge: 0
E_HOMO (eV): -8.4
M (g mol⁻¹): 516.68

Last column: Löwdin charge in e.
Cartesian coordinates (Å):
C -0.091 -0.825 1.504  -0.1282
C 3.158 -0.353 -0.480  -0.2052
H -3.449 -4.352 -6.348  0.0801
C 3.155 3.662 7.679  -0.2021
H -3.230 -4.351 2.692  0.0829
H -3.748 -5.346 0.714  0.0798
H 2.827 -1.484 -4.793  0.1078
H -3.916 -4.269 -0.849  0.0708
H -3.528 2.128 -3.992  0.0844
H -2.066 2.671 -2.932  0.0784
H -1.371 -3.516 0.889  0.1268
C 3.495 5.896 8.599  -0.3079
H -2.310 -5.245 -0.516  0.0882
H -5.493 0.221 -2.032  0.0910
C -3.372 -3.288 -6.879  -0.1431
H 2.864 4.128 9.725  0.1379
C -4.416 -0.091 -1.634  -0.0342
H 0.138 -1.847 2.074  0.1453
H 4.130 5.934 5.195  0.1360
C -4.211 -1.484 -0.732  -0.0094
C -1.717 -1.323 -6.148  -0.2246
C 0.458 -1.299 -4.576  -0.2201
H -1.734 -0.242 -5.695  0.0951
O 2.818 2.326 7.801  0.0835
C -3.153 -3.230 2.301  -0.1128
H -3.787 3.153 -2.334  0.0913
H 4.076 8.113 8.021  0.1167
H 2.608 -1.165 0.159  0.1038
O -0.066 -1.142 0.068  -0.1911
C 2.132 -1.837 -2.555  -0.2197
H 3.734 1.432 0.982  0.1091
O 4.161 7.739 7.117  0.0792
O 1.392 1.015 5.250  -0.0230
C -1.464 -0.939 -0.430  -0.1042
H -0.753 1.104 -1.620  0.0789
C -0.441 -2.243 -5.594  -0.2206
C -3.169 -4.606 -0.003  -0.1109
H 2.160 0.520 -2.404  0.1137
H -4.246 -2.802 2.343  0.0882
H 1.980 2.510 3.695  0.1602
H -2.962 -2.645 -4.660  0.0981
C -3.188 2.269 -2.866  -0.1314
C -1.671 0.421 -1.371  0.0456
C 1.937 -1.972 -4.210  -0.1891
C -2.519 -3.307 0.788  -0.3489
H 0.575 -0.260 -5.108  0.1061
C 3.871 5.583 6.186  0.0760
C 1.450 1.377 0.843  -0.1317
H 2.908 1.951 6.898  0.0909
H -4.036 -1.406 -5.618  0.0975
H -2.423 -3.265 -7.589  0.0723
C 2.932 1.129 0.186  -0.2068
O 3.562 3.382 5.379  0.0857
H -1.617 -1.232 -7.331  0.1106
H 0.695 1.506 -0.041  0.0984
H 1.964 -0.219 2.436  0.1628
C 3.537 4.158 6.328  -0.2955
H 4.326 -0.580 -0.391  0.1167
H -1.174 -0.502 1.831  0.1468
H 3.843 -0.275 -2.701  0.1185
C 3.851 6.397 7.243  -0.2080
O 3.504 6.664 9.555  0.1039
C 3.138 4.475 8.737  0.0763
H -5.182 -2.143 -0.533  0.0943
H -4.364 -2.964 -7.416  0.0717
H 1.072 -2.040 -2.102  0.0933
H 0.179 -2.692 -6.483  0.1091
H 1.836 -3.114 -4.470  0.1046
C -2.726 -1.938 -0.110  -0.0529
C 1.006 0.293 1.990  -0.2270
H -2.431 -2.678 3.062  0.0826
H -0.828 -3.164 -4.955  0.1133
C 2.825 -0.422 -2.099  -0.2081
H -0.210 -1.130 -3.615  0.1024
H 1.503 2.436 1.390  0.1222
H 2.832 -2.715 -2.148  0.1188
H 3.035 1.913 -0.708  0.1183
C 1.311 1.586 4.043  -0.1287
C -3.102 -2.124 -5.709  -0.2640
C -3.139 0.881 -1.994  -0.1864
O 0.329 1.090 3.067  -0.1301

---

Entry from the OMol25 dataset: 2 unconnected molecules or ions with the total composition C3H5NO2 (ωB97M-V/def2-TZVPD).

Summary:
LUMO energy (eV): 0.84
Total energy (eV): -8775.6796
Net charge: 0
E_HOMO (eV): -10.4
M (g mol⁻¹): 87.08

Last column: Löwdin charge in e.
Cartesian coordinates (Å):
C -0.918 0.884 -0.655  -0.3330
H -0.584 -0.788 -1.504  0.0308
N -1.333 -0.136 -1.275  0.0998
C 1.290 0.391 0.316  -0.1030
O -1.272 -1.885 1.602  0.0557
C -0.579 -1.989 0.709  0.0046
O 0.326 1.263 -0.264  -0.1207
H -1.622 1.675 -0.392  0.1227
H 2.142 1.041 0.517  0.0914
H 1.609 -0.440 -0.326  0.0831
H 0.940 -0.015 1.273  0.0686

---

Question: Which value of M does entry 1 give?
Answer: 118.20 g mol⁻¹

---

Question: Which formula does entry 1 have?
Answer: C5H16N3

---

Question: The lowest LUMO energy belongs to which entry?
Answer: C5H16N3